Run a
This record from OMol25 describes the molecule C2H6ClN3. The level of theory is ωB97M-V/def2-TZVPD.

XYZ file:
```
12
Properties=species:S:1:pos:R:3
C -0.03 -0.90 -0.07
C 0.01 1.53 0.37
N 0.46 -1.84 0.56
N -1.28 -1.09 -0.64
N 0.60 0.42 -0.27
Cl 2.30 0.41 -0.35
H -0.89 1.20 0.75
H 0.69 2.02 1.13
H -0.19 2.38 -0.37
H 1.30 -1.59 0.98
H -1.28 -2.08 -0.80
H -1.69 -0.46 -1.29
```

Lowest unoccupied orbital energy (eV): 0.9
Frontier orbital gap (eV): 9.8752

Mulliken population analysis, charges in e, atoms 1 to 4:
1. C 0.513
2. C -0.766
3. N -0.686
4. N -0.451

Run b
This record from OMol25 describes the molecule C2H6ClN3. The level of theory is ωB97M-V/def2-TZVPD.

XYZ file:
```
12
Properties=species:S:1:pos:R:3
C 0.14 1.04 0.16
C -0.24 -1.57 -0.28
N -0.43 1.94 0.75
N 0.86 1.21 -0.99
N 0.35 -0.31 0.72
Cl -0.37 -0.60 2.27
H -1.38 -1.44 -0.38
H 0.26 -1.71 -1.29
H -0.10 -2.42 0.52
H -1.11 1.63 1.44
H 0.59 1.83 -1.70
H 1.44 0.41 -1.22
```

Lowest unoccupied orbital energy (eV): 0.8
Frontier orbital gap (eV): 10.2863

Mulliken population analysis, charges in e, atoms 1 to 4:
1. C 0.520
2. C -0.658
3. N -0.647
4. N -0.393

Run c
This record from OMol25 describes the molecule C2H6ClN3. The level of theory is ωB97M-V/def2-TZVPD.

XYZ file:
```
12
Properties=species:S:1:pos:R:3
C 0.01 -0.69 -0.59
C -0.80 -0.27 0.63
H -0.13 2.44 -1.41
H -1.58 1.64 -2.09
H 0.84 0.45 -2.34
H 1.20 -1.98 -1.36
H -1.51 0.74 0.42
H -1.50 -1.00 1.45
N -0.73 1.49 -1.32
N 0.21 0.34 -1.57
N 0.52 -1.80 -0.62
Cl 0.44 0.19 1.74
```

Lowest unoccupied orbital energy (eV): 0.7
Frontier orbital gap (eV): 9.9280

Mulliken population analysis, charges in e, atoms 1 to 4:
1. C 0.172
2. C -0.187
3. H 0.267
4. H 0.251

Stability, descending: run a, run b, run c

Run a
This record from OMol25 describes the ion C5H12N2 with charge +1. The level of theory is ωB97M-V/def2-TZVPD.

XYZ file:
```
19
Properties=species:S:1:pos:R:3
N -1.53 1.15 -1.16
C -0.46 0.31 -0.57
C 0.50 1.32 0.09
C 1.76 0.79 0.61
C 2.28 -0.47 0.36
C -0.96 -0.63 0.55
N -0.76 -2.04 0.16
H -1.79 0.86 -2.09
H -2.31 1.10 -0.52
H 0.03 -0.25 -1.37
H -0.01 1.89 0.87
H 0.75 2.14 -0.62
H 2.36 1.54 1.11
H 1.90 -1.01 -0.50
H 2.93 -1.05 1.00
H -1.97 -0.42 0.90
H -0.34 -0.48 1.44
H -0.88 -2.14 -0.80
H -1.51 -2.60 0.54
```

⟨S²⟩: 0.755
Total charge: +1
2S+1: 2
Lowest unoccupied orbital energy (spin up / spin down) (eV): -5.1 / -8.5
Frontier orbital gap (spin up / spin down) (eV): 8.2096 / 4.8367

Mulliken population analysis, charges in e, atoms 1 to 4:
1. N -0.627
2. C 0.004
3. C -0.903
4. C 0.082

Run b
This record from OMol25 describes the ion C5H12N2 with charge +1. The level of theory is ωB97M-V/def2-TZVPD.

XYZ file:
```
19
Properties=species:S:1:pos:R:3
C -2.35 -0.51 0.92
C -0.91 0.02 0.70
C -0.72 0.79 -0.73
C 0.81 0.64 -1.13
C 2.60 -1.06 -1.08
N 1.35 -0.75 -0.92
N -0.47 0.80 1.90
H -2.27 -1.54 1.16
H -3.01 0.07 1.64
H -3.00 -0.44 -0.03
H -0.27 -0.86 0.55
H -0.94 1.75 -0.42
H -1.68 0.33 -1.38
H 1.26 1.39 -0.52
H 1.04 0.96 -2.21
H 3.33 -0.37 -1.69
H 2.80 -2.10 -0.93
H 0.54 0.92 2.03
H -0.59 0.22 2.78
```

⟨S²⟩: 0.758
Total charge: +1
2S+1: 2
Lowest unoccupied orbital energy (spin up / spin down) (eV): -3.5 / -8.6
Frontier orbital gap (spin up / spin down) (eV): 11.2648 / 5.2684

Mulliken population analysis, charges in e, atoms 1 to 4:
1. C -1.259
2. C 0.544
3. C -0.800
4. C -0.619

Stability, descending: run a, run b

Run a
This record from OMol25 describes a cluster of 2 separate species, C4H10S in total. The level of theory is ωB97M-V/def2-TZVPD.

XYZ file:
```
15
Properties=species:S:1:pos:R:3
C 0.00 2.43 -0.51
C 1.18 2.52 -1.09
H -0.17 1.75 0.32
H -0.88 2.94 -0.87
H 2.08 2.26 -0.55
H 1.31 3.09 -2.01
C -1.17 -0.80 1.73
C 0.16 -1.17 1.07
S 0.07 -1.34 -0.73
H -1.73 -0.17 1.03
H -1.78 -1.70 1.78
H -1.10 -0.33 2.70
H 0.63 -2.08 1.44
H 0.86 -0.35 1.22
H -1.19 -1.79 -0.81
```

Lowest unoccupied orbital energy (eV): 1.0
Frontier orbital gap (eV): 9.8971

Mulliken population analysis, charges in e, atoms 1 to 4:
1. C -0.314
2. C -0.450
3. H 0.066
4. H 0.222

Run b
This record from OMol25 describes a structure of composition C4H10S. The level of theory is ωB97M-V/def2-TZVPD.

XYZ file:
```
15
Properties=species:S:1:pos:R:3
C -1.27 0.00 -1.23
C -1.42 0.30 0.34
C -1.67 -1.09 0.29
S 1.76 -0.03 -0.46
C 2.96 0.54 0.87
H -0.60 -0.78 -1.63
H -2.24 0.08 -1.83
H -0.80 0.90 -1.62
H -2.27 0.95 0.42
H -0.38 0.74 0.68
H -0.77 -1.76 0.41
H -2.75 -1.54 0.44
H 3.79 -0.19 0.71
H 3.22 1.59 0.78
H 2.46 0.29 1.82
```

Lowest unoccupied orbital energy (eV): -1.5
Frontier orbital gap (eV): 4.7771

Mulliken population analysis, charges in e, atoms 1 to 4:
1. C -1.240
2. C 0.076
3. C -0.249
4. S -0.547

Stability, descending: run a, run b

Run a
This record from OMol25 describes a cluster of 2 separate species, C4H10S in total. The level of theory is ωB97M-V/def2-TZVPD.

XYZ file:
```
15
Properties=species:S:1:pos:R:3
C 1.57 -0.61 0.71
C 1.37 0.88 -0.28
C 1.21 -0.37 -0.82
S -1.41 -0.08 0.89
C -2.91 0.22 -0.12
H 1.18 -1.60 0.95
H 2.65 -0.68 0.80
H 1.14 -0.06 1.56
H 2.26 1.47 -0.12
H 0.41 1.34 0.00
H 0.20 -0.72 -1.01
H 1.96 -0.70 -1.53
H -3.52 0.99 0.35
H -2.60 0.60 -1.10
H -3.49 -0.68 -0.27
```

Lowest unoccupied orbital energy (eV): -0.8
Frontier orbital gap (eV): 5.5419

Mulliken population analysis, charges in e, atoms 1 to 4:
1. C -1.110
2. C -0.158
3. C -0.015
4. S -0.590

Run b
This record from OMol25 describes a cluster of 2 separate species, C4H10S in total. The level of theory is ωB97M-V/def2-TZVPD.

XYZ file:
```
15
Properties=species:S:1:pos:R:3
C -2.38 -1.70 -0.29
C -1.16 -2.12 -0.59
H -3.18 -2.42 -0.13
H -2.59 -0.65 -0.38
H -0.83 -3.15 -0.62
H -0.48 -1.38 -0.99
C 1.77 0.51 0.51
C 1.16 1.76 -0.13
S -0.60 1.99 0.16
H 1.24 -0.37 0.18
H 1.68 0.55 1.60
H 2.81 0.42 0.21
H 1.68 2.65 0.21
H 1.30 1.70 -1.21
H -0.44 2.21 1.47
```

Lowest unoccupied orbital energy (eV): 1.0
Frontier orbital gap (eV): 10.0249

Mulliken population analysis, charges in e, atoms 1 to 4:
1. C -0.427
2. C -0.386
3. H 0.232
4. H 0.193

Stability, descending: run b, run a